--- one ---
Computed, not measured: 13 unconnected molecules or ions with the total composition C26H78O26, with the ωB97M-V functional and the def2-TZVPD basis.

The geometry in XYZ format:
```
130
Properties=species:S:1:pos:R:3:lowdin_charge:R:1
C -22.23412 8.47670 -1.82105 -0.2304
C -20.83791 8.63120 -2.53402 -0.1999
O -20.75071 7.85763 -3.69966 -0.0863
O -22.54054 7.12973 -1.56598 -0.0597
H -23.06813 8.97537 -2.28965 0.0841
H -22.07135 9.01304 -0.90155 0.1096
H -20.07677 8.32225 -1.83927 0.1193
H -20.75495 9.62286 -2.87893 0.0944
H -21.58641 7.82502 -4.16435 0.0332
H -22.44139 6.63002 -2.40090 0.0533
C -22.34793 9.57886 -12.87287 -0.1840
C -23.00342 10.58446 -11.91672 -0.1857
O -22.41010 10.47154 -10.60324 -0.0657
O -20.95266 9.48076 -12.59148 -0.0925
H -22.45287 9.90764 -13.90429 0.1225
H -22.87491 8.63352 -12.73475 0.1131
H -24.06711 10.49002 -11.79476 0.1025
H -22.81884 11.62735 -12.22817 0.1216
H -21.53048 10.77681 -10.69537 0.0346
H -20.76251 8.79352 -11.92716 0.0679
C -22.66187 3.69091 -3.82431 -0.2479
C -24.00551 4.11710 -4.43992 -0.1772
O -24.03156 4.80369 -5.71454 -0.0824
O -21.94660 4.72503 -3.25850 -0.0504
H -21.97740 3.22035 -4.48456 0.1013
H -22.98338 2.96916 -3.01340 0.1422
H -24.50668 4.86936 -3.75461 0.1456
H -24.62596 3.25556 -4.53565 0.0987
H -23.59367 4.32259 -6.39998 0.0479
H -21.35859 5.04159 -3.94293 0.0562
C -18.89117 12.78388 -10.38879 -0.1810
C -17.89856 11.70444 -9.97758 -0.1772
O -18.08721 10.42098 -10.66478 -0.0882
O -19.09160 12.92910 -11.84676 -0.0786
H -18.57211 13.79958 -10.03244 0.1375
H -19.82269 12.50772 -9.90755 0.0920
H -17.92152 11.51506 -8.88930 0.1095
H -16.89146 12.16995 -10.10101 0.1245
H -17.98133 10.52388 -11.63544 0.0669
H -19.94378 12.48261 -11.97123 0.0778
C -18.09444 5.88653 -6.83418 -0.1580
C -19.12945 6.10647 -5.71227 -0.1737
O -19.95403 4.88093 -5.71884 -0.1111
O -18.74665 5.64285 -8.12433 -0.0814
H -17.59797 5.00375 -6.47471 0.1059
H -17.35444 6.65360 -6.99309 0.1238
H -19.88037 6.91217 -5.77377 0.0863
H -18.79864 6.25323 -4.65180 0.1302
H -19.27303 4.18126 -5.63725 0.1003
H -18.52041 6.36976 -8.69236 0.0136
C -25.74194 7.24786 -9.59202 -0.1835
C -24.88175 6.29064 -10.41729 -0.2470
O -25.11275 6.71651 -11.73670 -0.0767
O -25.18117 8.58403 -9.54752 -0.0737
H -25.94660 6.89511 -8.53663 0.1445
H -26.70707 7.20908 -10.06954 0.1117
H -25.34082 5.29240 -10.31148 0.1235
H -23.83567 6.26715 -10.07132 0.1140
H -24.63661 6.14009 -12.37504 0.1117
H -25.19536 8.98895 -10.42030 0.0879
C -26.26091 12.53141 -8.04995 -0.2289
C -25.41809 13.56891 -7.36779 -0.2306
O -24.16882 13.09893 -6.87081 -0.0651
O -26.88297 11.75706 -7.02192 -0.0675
H -25.67351 11.86754 -8.73209 0.1275
H -27.01937 12.99471 -8.65882 0.1125
H -26.09114 14.04061 -6.65903 0.1265
H -25.22854 14.28178 -8.08091 0.0887
H -24.27626 12.40001 -6.21361 0.0610
H -26.22512 11.20699 -6.61457 0.0247
C -18.24247 7.18170 -11.18053 -0.1699
C -19.47601 6.28722 -11.25620 -0.1286
O -20.70447 7.10823 -10.94718 -0.0887
O -18.29550 7.81579 -9.87611 -0.0986
H -18.19477 7.97925 -11.90315 0.0949
H -17.25203 6.63068 -11.24665 0.1465
H -19.30957 5.53014 -10.50255 0.0891
H -19.65692 5.88569 -12.21766 0.1106
H -20.41189 7.49293 -10.11017 0.0435
H -18.31493 8.75320 -9.99892 0.0293
C -19.61357 12.52296 -6.34150 -0.2666
C -21.13681 12.45033 -6.49161 -0.2464
O -21.47679 12.27492 -7.85584 -0.0943
O -18.92284 11.36574 -6.68311 -0.0808
H -19.53249 12.78442 -5.25633 0.1255
H -19.20499 13.36199 -6.90813 0.1139
H -21.54624 13.44396 -6.10463 0.1336
H -21.66541 11.67333 -5.85373 0.1243
H -22.43306 12.50101 -7.90171 0.0812
H -19.42951 10.84849 -7.37110 0.0626
C -18.15926 10.02909 -14.92161 -0.2001
C -17.62976 11.42003 -15.08601 -0.2903
O -18.51194 12.41595 -14.63225 -0.0636
O -18.34452 10.02477 -13.50234 -0.1381
H -17.43050 9.27938 -15.23258 0.1209
H -19.08492 9.80617 -15.39220 0.1121
H -17.27333 11.66588 -16.07008 0.1105
H -16.64614 11.36718 -14.60065 0.1219
H -18.51660 12.16444 -13.64621 0.0773
H -19.32485 9.95127 -13.29576 0.0750
C -22.01008 2.96075 -8.47191 -0.2516
C -21.08733 2.62399 -9.57428 -0.2692
O -19.69726 2.80448 -9.36214 -0.0617
O -21.98713 4.36164 -8.20290 -0.0881
H -21.83277 2.37392 -7.54531 0.1305
H -23.01663 2.69300 -8.84499 0.1259
H -21.34980 3.28951 -10.40344 0.1173
H -21.18159 1.56921 -9.91748 0.1352
H -19.56674 3.73145 -9.13196 0.0377
H -21.36162 4.64548 -7.51099 0.0606
C -24.14149 9.73485 -4.66180 -0.1851
C -24.37003 8.21513 -4.73659 -0.1862
O -23.24268 7.45244 -5.21519 -0.0829
O -24.59888 10.43336 -5.84127 -0.1333
H -23.01983 9.94281 -4.52456 0.1311
H -24.65637 10.16758 -3.82697 0.1123
H -25.24564 8.01586 -5.32239 0.1216
H -24.63987 7.88867 -3.74929 0.1026
H -23.48145 6.64286 -5.63926 0.0307
H -24.15514 9.95645 -6.61632 0.0926
C -20.81479 8.67799 -7.67743 -0.2228
C -22.14963 7.99535 -8.01989 -0.1810
O -23.24139 8.89088 -7.74306 -0.1011
O -20.54325 9.74985 -8.53976 -0.0806
H -19.96652 7.98507 -7.63684 0.0953
H -20.82808 9.05204 -6.57541 0.1497
H -22.19336 7.02404 -7.46271 0.1119
H -22.28723 7.72716 -9.09168 0.1122
H -23.89890 8.77979 -8.47753 0.0522
H -21.37474 10.22251 -8.42498 0.0511
```

Computed properties:
HOMO-LUMO gap, eV: 10.03
Highest occupied orbital energy, eV: -9.75



--- two ---
Computed, not measured: 13 unconnected molecules or ions with the total composition C26H78O26, with the ωB97M-V functional and the def2-TZVPD basis.

The geometry in XYZ format:
```
130
Properties=species:S:1:pos:R:3:lowdin_charge:R:1
C -5.72650 -3.23486 -0.14757 -0.2303
C -6.98449 -2.98344 -1.01606 -0.2278
O -7.06715 -1.63188 -1.44003 -0.0720
O -4.82637 -2.16599 0.09443 -0.0720
H -5.17080 -4.08140 -0.55922 0.0988
H -6.05308 -3.57325 0.83783 0.1146
H -7.88606 -3.25882 -0.46228 0.1081
H -6.90909 -3.62431 -1.89808 0.1072
H -6.43820 -1.18179 -0.85675 0.0509
H -4.25134 -2.09430 -0.67980 0.0540
C 4.63024 -1.61743 -0.13069 -0.1754
C 5.06076 -1.87264 1.32537 -0.2330
O 6.47807 -1.80706 1.39352 -0.0647
O 3.19854 -1.49873 -0.07435 -0.1002
H 4.87085 -2.51435 -0.70456 0.1253
H 5.12583 -0.71808 -0.48980 0.1294
H 4.76474 -2.87441 1.65675 0.1157
H 4.61237 -1.14683 2.00995 0.1130
H 6.80239 -1.94826 2.28472 0.0860
H 2.98149 -0.77588 -0.67524 0.0841
C 0.21466 5.13080 4.18771 -0.2047
C -0.76047 4.02332 4.53209 -0.2376
O -0.44443 3.32302 5.72259 -0.0501
O 1.42731 4.57407 3.65104 -0.0833
H 0.42374 5.70897 5.09202 0.1280
H -0.21115 5.83923 3.47073 0.1007
H -0.88548 3.28492 3.73298 0.1230
H -1.74762 4.45077 4.71557 0.1264
H 0.39130 2.85409 5.63226 0.0711
H 2.11306 5.17740 3.95513 0.0992
C 1.43960 -4.46938 -0.23167 -0.1983
C 1.36223 -5.96094 0.10004 -0.2301
O 2.58149 -6.64166 -0.14392 -0.0603
O 2.14376 -3.83695 0.84210 -0.1122
H 0.43495 -4.04625 -0.21523 0.1089
H 1.99510 -4.36833 -1.16283 0.1107
H 0.53934 -6.42466 -0.43767 0.1175
H 1.21450 -6.00805 1.18611 0.1167
H 3.29479 -6.08009 0.17938 0.0809
H 2.57074 -2.99012 0.61903 0.0481
C -2.38397 -3.78125 -2.21172 -0.2196
C -2.71084 -2.44296 -2.82858 -0.2170
O -4.12782 -2.30935 -3.01296 -0.0634
O -2.24976 -4.82583 -3.19379 -0.0655
H -3.05025 -4.12314 -1.41728 0.1105
H -1.39226 -3.72420 -1.74338 0.0956
H -2.18579 -2.14524 -3.74223 0.1292
H -2.34651 -1.61951 -2.20518 0.0960
H -4.35349 -2.97043 -3.67744 0.0988
H -1.95972 -5.62109 -2.74085 0.0787
C 2.44796 -4.19528 4.14434 -0.2516
C 2.00231 -4.20951 5.60934 -0.2535
O 2.42058 -3.05800 6.31981 -0.0599
O 1.60604 -3.30783 3.42088 -0.0980
H 2.37565 -5.20978 3.74368 0.1146
H 3.47135 -3.80619 4.09649 0.1085
H 2.36158 -5.13814 6.06710 0.1105
H 0.91748 -4.28516 5.64290 0.1203
H 3.37994 -3.05068 6.37157 0.0806
H 1.62893 -3.58684 2.47528 0.0347
C 2.19627 4.29174 0.17321 -0.2243
C 1.79353 2.95704 -0.44342 -0.2170
O 2.91290 2.11199 -0.71318 -0.0743
O 2.89595 5.00354 -0.85066 -0.0642
H 2.87150 4.17773 1.02640 0.1136
H 1.29692 4.81962 0.50297 0.1011
H 1.37405 3.16068 -1.43291 0.1086
H 1.04385 2.46263 0.17076 0.1018
H 3.50491 2.58671 -1.30556 0.0840
H 3.19436 5.84410 -0.49283 0.0856
C -0.61649 2.86534 -3.93231 -0.2696
C 0.68398 3.35458 -4.53773 -0.2358
O 0.53779 4.61746 -5.18333 -0.0698
O -1.58395 2.46107 -4.88031 -0.0627
H -1.02359 3.61867 -3.24635 0.1119
H -0.36657 2.00997 -3.28647 0.1070
H 0.97683 2.61439 -5.29169 0.1208
H 1.48281 3.47989 -3.81202 0.1050
H 0.06662 4.51759 -6.01374 0.0814
H -2.38839 2.21543 -4.38773 0.0355
C -1.59362 6.15270 0.68021 -0.2443
C -1.71548 5.41694 -0.65375 -0.2302
O -2.09506 4.07480 -0.41614 -0.0654
O -2.82165 6.02715 1.38659 -0.0675
H -1.29001 7.20052 0.59492 0.1229
H -0.83836 5.65355 1.30227 0.0878
H -0.75374 5.47262 -1.16032 0.1160
H -2.45097 5.93145 -1.27517 0.1247
H -3.00791 4.04943 -0.11506 0.0783
H -2.83790 6.61586 2.14357 0.0835
C -0.76861 -0.55160 -0.15431 -0.2369
C 0.22022 -0.16726 0.90253 -0.2540
O -0.31534 0.90440 1.66732 -0.0753
O -0.98434 0.57896 -0.98570 -0.0664
H -1.68407 -0.91252 0.33132 0.1237
H -0.41124 -1.40072 -0.74019 0.0976
H 1.15359 0.14776 0.41033 0.0942
H 0.57676 -0.97432 1.55360 0.1257
H 0.32158 1.02109 2.40410 0.0399
H -1.06269 1.34315 -0.39677 0.0686
C 3.84524 1.65602 4.02699 -0.2433
C 2.72603 1.21260 3.08601 -0.1988
O 1.44586 1.69073 3.53409 -0.0951
O 3.70853 1.05834 5.29764 -0.0514
H 3.87948 2.74949 4.12810 0.1134
H 4.79457 1.34426 3.58484 0.1193
H 2.63553 0.12901 3.18873 0.1270
H 2.95199 1.49814 2.05471 0.1154
H 1.49511 2.66127 3.53730 0.0524
H 2.76409 1.06640 5.50167 0.0841
C 1.01383 -2.76134 -4.13955 -0.2497
C 2.04711 -3.83732 -4.49962 -0.2521
O 1.76217 -4.34713 -5.79083 -0.0559
O 0.96357 -2.44434 -2.77194 -0.0614
H 0.06436 -3.15528 -4.51611 0.1136
H 1.16557 -1.90743 -4.80924 0.1281
H 2.02533 -4.58998 -3.70406 0.1117
H 3.06548 -3.43113 -4.50028 0.1156
H 2.29641 -5.13393 -5.92547 0.0868
H 1.59550 -1.72406 -2.67831 0.0870
C -3.81846 1.56248 -2.50296 -0.2258
C -5.06367 1.28158 -1.66165 -0.2131
O -5.70988 2.49145 -1.22676 -0.0639
O -4.12493 1.90888 -3.85077 -0.0611
H -3.32845 0.58963 -2.56648 0.1101
H -3.22829 2.33891 -2.00949 0.1050
H -4.93120 0.63357 -0.79444 0.1153
H -5.71517 0.78155 -2.38433 0.1246
H -5.32166 2.68342 -0.36815 0.0747
H -4.65953 2.71405 -3.79563 0.1102
```

Computed properties:
HOMO-LUMO gap, eV: 9.49
Highest occupied orbital energy, eV: -9.59



Of them, two has the lowest stability.



--- one ---
Computed, not measured: 2 unconnected molecules or ions with the total composition F2H3N2PS, with the ωB97M-V functional and the def2-TZVPD basis.

The geometry in XYZ format:
```
9
Properties=species:S:1:pos:R:3:lowdin_charge:R:1
N 2.35201 0.73850 0.39413 0.1354
N 1.69416 0.13398 -0.49296 -0.3039
F -0.44226 1.01469 0.71091 -0.4545
F -3.36512 -0.54077 -0.25647 -0.1087
P -0.17204 -0.08606 -0.62757 0.4464
S 0.14902 -1.89790 0.16760 0.0761
H -3.95704 -0.16131 0.35979 0.0950
H 1.65008 1.39854 0.78805 0.0669
H 2.09119 -0.59967 -1.04346 0.0474
```

Computed properties:
HOMO-LUMO gap (spin up / spin down), eV: 7.39 / 7.39
Highest occupied orbital energy (spin up / spin down), eV: -8.70 / -8.70



--- two ---
Computed, not measured: 2 unconnected molecules or ions with the total composition F2H3N2PS, with the ωB97M-V functional and the def2-TZVPD basis.

The geometry in XYZ format:
```
9
Properties=species:S:1:pos:R:3:lowdin_charge:R:1
N -1.56182 0.32162 0.18252 0.0138
N -0.27842 0.70229 -0.19834 -0.2533
F 0.93105 -0.25897 1.54866 -0.2395
F 0.83333 -2.39745 -0.13419 -0.5124
P 1.23122 -0.07048 -0.00936 0.4383
S 2.73407 1.04341 -0.49202 0.3070
H -2.14634 0.09912 -0.59820 0.0817
H -1.40096 -0.57267 0.74448 0.1216
H -0.34213 1.13313 -1.04355 0.0427
```

Computed properties:
HOMO-LUMO gap (spin up / spin down), eV: 7.51 / 7.52
Highest occupied orbital energy (spin up / spin down), eV: -9.92 / -9.92



Of them, two has the lowest stability.



--- one ---
Computed, not measured: 2 unconnected molecules or ions with the total composition CH3IO3S, with the ωB97M-V functional and the def2-TZVPD basis.

The geometry in XYZ format:
```
9
Properties=species:S:1:pos:R:3:lowdin_charge:R:1
C -0.28709 0.21290 -0.13695 -0.0904
O -2.14726 0.14140 -2.31147 -0.4993
O -1.59174 -0.38305 -0.00387 -0.4351
O -3.36434 1.94881 -0.29352 -1.0794
S -2.71197 -0.23661 -1.05154 1.0104
I -2.35703 3.11021 -1.43677 0.8387
H -0.00516 1.02733 0.64450 0.1388
H -0.35310 0.48290 -1.18264 0.0436
H 0.47202 -0.51740 -0.02152 0.0727
```

Computed properties:
HOMO-LUMO gap, eV: 7.11
Highest occupied orbital energy, eV: -8.49



--- two ---
Computed, not measured: a molecular structure, CH3IO3S, with the ωB97M-V functional and the def2-TZVPD basis.

The geometry in XYZ format:
```
9
Properties=species:S:1:pos:R:3:lowdin_charge:R:1
C -0.08411 -0.14364 -0.16236 -0.0961
O -1.87320 -2.15823 0.49396 -0.7550
O -0.42895 -1.10207 -1.24482 -0.4922
O 0.92135 -2.54215 1.65082 -0.9731
S -1.20248 -2.45874 -0.71904 0.9336
I -0.57939 -2.57621 2.69808 1.1602
H 0.65575 -0.75776 0.31759 0.0426
H -0.86947 0.38285 0.30113 0.0677
H 0.41521 0.62305 -0.83313 0.1122
```

Computed properties:
HOMO-LUMO gap (spin up / spin down), eV: 6.74 / 8.21
Highest occupied orbital energy (spin up / spin down), eV: -8.60 / -9.13



Of them, two has the lowest stability.